[1]
3 unconnected molecules or ions with the total composition C29H58Br3F3IN4O4S. Source: the OMol25 dataset; level of theory: ωB97M-V/def2-TZVPD.

- Kohn-Sham gap (eV) = 7.913
- relative energy (zero: lowest compared OMol25 entry of this formula, charge and spin) (kcal/mol) = 0.0
- lowest unoccupied orbital energy (eV) = -2.767
- net charge = +1
- HOMO level (eV) = -10.7

Geometry (Å):
C: 1.184 4.597 -1.948
C: 0.240 3.651 -2.669
O: 0.405 2.310 -2.218
C: -0.478 1.880 -1.200
C: 0.304 1.420 0.046
C: 0.326 -0.044 0.509
C: -0.968 -0.824 0.936
C: -2.035 -0.950 -0.189
C: -2.869 -2.235 -0.304
C: -3.904 -2.588 0.753
F: -3.275 -2.860 1.937
Br: -4.805 -4.205 0.183
C: -4.935 -1.444 1.046
F: -4.403 -0.638 1.980
F: -5.059 -0.709 -0.071
Br: -6.672 -1.974 1.639
C: -1.498 -0.339 2.303
C: -1.910 1.098 2.523
O: -1.472 1.782 3.372
Br: -3.331 1.822 1.405
C: -0.305 -2.180 1.222
N: 0.566 -2.390 0.025
C: 1.404 -3.643 0.013
S: 0.575 -5.001 -0.803
C: 1.207 -4.912 -2.508
C: 0.141 -4.593 -3.565
C: 1.201 -1.029 -0.311
I: 1.073 -0.863 -2.454
C: 2.687 -0.898 0.047
C: 3.114 -1.285 1.484
C: 4.232 -2.334 1.517
C: 5.623 -1.723 1.290
N: 6.461 -2.601 0.475
H: 1.038 4.554 -0.866
H: 1.032 5.623 -2.289
H: 2.220 4.321 -2.158
H: 0.447 3.649 -3.742
H: -0.804 3.960 -2.550
H: -1.141 2.702 -0.921
H: -1.112 1.086 -1.602
H: 0.001 2.020 0.906
H: 1.343 1.710 -0.147
H: 0.876 0.005 1.461
H: -2.687 -0.079 -0.172
H: -1.509 -0.891 -1.145
H: -2.221 -3.116 -0.374
H: -3.405 -2.196 -1.253
H: -0.701 -0.456 3.045
H: -2.330 -0.971 2.620
H: -0.959 -3.042 1.341
H: 0.325 -2.117 2.108
H: -0.097 -2.553 -0.739
H: 1.562 -3.941 1.049
H: 2.352 -3.413 -0.464
H: 2.027 -4.193 -2.527
H: 1.647 -5.894 -2.684
H: 0.155 -5.338 -4.360
H: -0.863 -4.587 -3.138
H: 0.319 -3.621 -4.025
H: 2.911 0.153 -0.149
H: 3.289 -1.461 -0.671
H: 3.486 -0.387 1.986
H: 2.267 -1.609 2.092
H: 4.199 -2.851 2.480
H: 4.096 -3.094 0.743
H: 5.528 -0.773 0.756
H: 6.070 -1.498 2.267
H: 6.872 -3.338 1.037
H: 7.237 -2.088 0.075
C: -4.551 2.369 7.011
C: -4.533 2.240 5.492
C: -5.495 3.191 4.772
O: -6.855 2.815 4.832
C: -7.545 3.187 6.010
N: -4.761 0.840 5.119
H: -5.422 1.874 7.442
H: -3.667 1.895 7.437
H: -4.562 3.415 7.321
H: -3.527 2.509 5.151
H: -5.242 3.183 3.708
H: -5.370 4.222 5.130
H: -7.202 4.159 6.377
H: -7.431 2.450 6.809
H: -8.601 3.260 5.754
H: -4.633 0.736 4.116
H: -5.746 0.638 5.271
C: 3.870 1.528 -7.058
C: 3.318 2.210 -5.812
C: 4.303 2.290 -4.640
O: 4.508 1.066 -3.954
C: 5.455 0.193 -4.539
N: 2.061 1.561 -5.423
H: 3.881 0.443 -6.945
H: 3.241 1.758 -7.917
H: 4.887 1.860 -7.277
H: 3.081 3.245 -6.076
H: 3.885 2.968 -3.891
H: 5.266 2.703 -4.966
H: 6.286 0.751 -4.983
H: 5.014 -0.445 -5.310
H: 5.846 -0.442 -3.744
H: 1.633 2.087 -4.666
H: 2.315 0.670 -5.007

Atoms 1-6, force components in eV/Å:
C 0.0770 -0.0664 -0.0872
C -0.0371 0.1023 0.0393
O 0.0426 -0.0746 -0.1268
C -0.1526 0.0171 0.0888
C 0.0597 0.0344 -0.1247
C -0.0919 -0.0817 0.2525

These are the Löwdin partial charges, in e, on atoms 1 to 4: number 1, C, carries -0.058; number 2, C, carries -0.259; number 3, O, carries -0.242; number 4, C, carries -0.248

[2]
A molecular structure, C8H17IN13RuS at a distorted geometry. Source: the OMol25 dataset; level of theory: ωB97M-V/def2-TZVPD.

- Kohn-Sham gap (spin up / spin down) (eV) = 8.184 / 6.755
- spin multiplicity = 2
- <S²> = 0.756
- lowest unoccupied orbital energy (spin up / spin down) (eV) = -0.051 / -1.443
- HOMO level (spin up / spin down) (eV) = -8.2 / -8.2

Geometry (Å):
Ru: -0.388 0.491 0.148
N: -0.365 0.978 2.217
C: 0.848 0.839 3.029
C: 1.938 1.744 2.476
C: 2.535 1.164 1.210
N: 1.631 1.309 0.053
H: -0.604 1.972 2.112
H: -1.160 0.515 2.649
H: 1.175 -0.202 3.004
H: 0.637 1.098 4.070
H: 2.726 1.864 3.220
H: 1.526 2.739 2.283
H: 2.699 0.096 1.357
H: 3.503 1.618 0.990
H: 2.031 0.823 -0.747
H: 1.510 2.282 -0.214
N: -0.711 2.853 -2.504
C: -0.560 1.531 -2.836
N: -0.506 1.106 -4.086
N: -0.385 -0.221 -3.978
N: -0.361 -0.565 -2.742
N: -0.464 0.536 -1.958
C: -0.813 3.287 -1.218
N: -0.888 4.561 -0.875
N: -0.932 4.548 0.467
N: -0.880 3.349 0.909
N: -0.810 2.491 -0.148
H: -0.779 3.528 -3.246
S: 1.037 -1.520 0.210
C: -0.014 -2.825 -0.234
N: -0.247 -3.867 0.567
C: -1.129 -4.850 -0.063
C: -1.528 -4.122 -1.368
N: -0.659 -2.951 -1.360
H: 0.232 -3.990 1.439
H: -1.991 -5.049 0.570
H: -0.600 -5.784 -0.251
H: -2.573 -3.810 -1.356
H: -1.348 -4.726 -2.255
H: -0.616 -2.206 -2.079
I: -2.718 -0.633 0.539

Atoms 1-6, force components in eV/Å:
Ru 1.0813 1.4282 -0.4943
N -0.2120 -0.3920 -0.0821
C -0.0149 0.1154 0.1444
C -0.0494 -0.0919 0.0115
C 0.1887 0.0958 -0.0124
N -0.1336 -0.4162 -0.3295

These are the Löwdin partial charges, in e, on atoms 1 to 4: number 1, Ru, carries 0.691; number 2, N, carries -0.134; number 3, C, carries -0.239; number 4, C, carries -0.180

[3]
7 unconnected molecules or ions with the total composition C25H67NO27P6 at a distorted geometry. Source: the OMol25 dataset; level of theory: ωB97M-V/def2-TZVPD.

- Kohn-Sham gap (eV) = 7.108
- SMILES = NC[C@H](O)C[C@@H]1CCOC1=O.COP(=O)(OC)OC.COP(=O)(OC)OC.COP(=O)(OC)OC.COP(=O)(OC)OC.COP(=O)(OC)OC.COP(=O)(OC)OC
- lowest unoccupied orbital energy (eV) = -1.802
- HOMO level (eV) = -8.9

Geometry (Å):
N: 0.985 -4.040 1.029
C: 0.493 -3.236 -0.104
C: 0.346 -1.736 0.296
O: 1.183 -1.483 1.414
C: -1.107 -1.274 0.520
C: -2.120 -2.313 1.004
C: -3.104 -2.858 -0.073
C: -4.215 -3.420 0.851
O: -4.088 -2.694 2.113
C: -3.207 -1.695 1.882
O: -3.331 -0.583 2.253
H: 0.226 -4.535 1.475
H: 1.682 -4.689 0.704
H: 1.292 -3.294 -0.839
H: -0.427 -3.632 -0.532
H: 0.749 -1.111 -0.501
H: 0.651 -1.202 2.162
H: -1.480 -0.813 -0.392
H: -1.059 -0.496 1.284
H: -1.731 -3.221 1.464
H: -3.610 -2.020 -0.551
H: -2.735 -3.641 -0.721
H: -5.241 -3.220 0.566
H: -4.023 -4.448 1.152
C: -0.938 -10.650 2.656
O: -0.288 -9.509 3.254
P: -1.088 -8.049 3.342
O: 0.109 -7.246 3.711
O: -1.967 -8.551 4.614
C: -1.277 -8.966 5.794
O: -2.108 -6.812 3.009
C: -2.103 -5.789 4.018
H: -0.303 -11.515 2.827
H: -1.913 -10.829 3.116
H: -1.057 -10.507 1.583
H: -0.294 -8.500 5.861
H: -1.171 -10.051 5.810
H: -1.884 -8.661 6.644
H: -1.176 -5.223 3.987
H: -2.248 -6.219 5.006
H: -2.927 -5.106 3.806
C: 5.231 -0.320 -3.565
O: 3.876 -0.787 -3.762
P: 2.623 0.316 -3.867
O: 1.567 -0.721 -3.665
O: 2.973 0.611 -5.438
C: 2.985 -0.486 -6.353
O: 1.666 1.650 -3.850
C: 0.451 1.557 -4.592
H: 5.903 -1.167 -3.660
H: 5.496 0.428 -4.317
H: 5.337 0.109 -2.569
H: 2.353 -1.301 -6.000
H: 4.003 -0.848 -6.499
H: 2.606 -0.113 -7.302
H: -0.261 0.922 -4.073
H: 0.631 1.182 -5.598
H: 0.055 2.569 -4.654
C: -3.008 1.296 4.146
O: -2.553 2.504 4.816
P: -3.450 3.844 4.676
O: -2.580 4.933 5.136
O: -4.562 3.392 5.772
C: -4.176 3.346 7.143
O: -4.538 4.427 3.664
C: -5.161 5.646 4.071
H: -2.370 0.477 4.459
H: -4.038 1.072 4.431
H: -2.940 1.416 3.074
H: -3.341 4.017 7.344
H: -3.904 2.328 7.425
H: -5.036 3.656 7.735
H: -4.470 6.479 3.968
H: -5.521 5.579 5.096
H: -6.008 5.796 3.404
C: 8.076 2.005 0.364
O: 8.151 0.885 -0.545
P: 9.542 -0.028 -0.624
O: 9.242 -0.737 -1.890
O: 9.064 -0.848 0.714
C: 7.821 -1.551 0.681
O: 11.059 -0.469 -0.252
C: 11.372 -1.849 -0.446
H: 7.051 2.364 0.358
H: 8.340 1.699 1.379
H: 8.736 2.809 0.039
H: 7.546 -1.821 -0.339
H: 7.029 -0.948 1.127
H: 7.947 -2.455 1.273
H: 11.463 -2.072 -1.506
H: 10.620 -2.490 0.011
H: 12.330 -2.015 0.042
C: 3.482 7.919 -8.015
O: 2.767 6.692 -8.275
P: 3.146 5.359 -7.422
O: 2.515 4.257 -8.157
O: 2.333 5.808 -6.091
C: 0.907 5.824 -6.140
O: 4.394 4.815 -6.602
C: 4.165 3.593 -5.888
H: 2.992 8.708 -8.579
H: 3.450 8.169 -6.952
H: 4.517 7.838 -8.344
H: 0.529 5.137 -6.897
H: 0.548 6.833 -6.348
H: 0.545 5.518 -5.160
H: 4.124 2.753 -6.574
H: 3.252 3.643 -5.298
H: 5.012 3.453 -5.218
C: -6.677 5.312 0.432
O: -7.451 4.164 0.021
P: -7.206 2.741 0.769
O: -7.857 1.748 -0.093
O: -8.068 3.126 2.089
C: -9.484 3.239 1.964
O: -6.041 2.052 1.599
C: -6.357 0.791 2.198
H: -7.081 6.179 -0.083
H: -6.757 5.467 1.510
H: -5.631 5.189 0.154
H: -9.859 2.647 1.129
H: -9.768 4.284 1.829
H: -9.923 2.875 2.891
H: -6.404 0.010 1.444
H: -7.294 0.838 2.750
H: -5.549 0.564 2.885

Atoms 1-6, force components in eV/Å:
N -0.6968 0.1418 -0.3818
C 1.0289 0.1542 0.6577
C -0.1894 -0.1616 -0.0709
O -0.0663 0.4349 0.0385
C 0.4154 -0.4666 0.4720
C -0.5706 0.5435 -1.4071

These are the Löwdin partial charges, in e, on atoms 1 to 4: number 1, N, carries 0.019; number 2, C, carries -0.194; number 3, C, carries -0.348; number 4, O, carries -0.042

[4]
A single C3H9NO molecule at a distorted geometry. Source: the OMol25 dataset; level of theory: ωB97M-V/def2-TZVPD.

- Kohn-Sham gap (eV) = 10.490
- SMILES = CCNCO
- relative energy (zero: lowest compared OMol25 entry of this formula, charge and spin) (kcal/mol) = 59.4
- lowest unoccupied orbital energy (eV) = 0.987
- HOMO level (eV) = -9.5

Geometry (Å):
C: 1.065 0.407 0.098
N: -0.142 -0.418 0.363
C: -0.878 -0.450 -0.868
O: -2.309 -0.309 -0.679
C: 2.093 0.677 1.191
H: 0.590 1.508 -0.181
H: 1.683 -0.106 -0.761
H: 0.191 -1.365 0.494
H: -0.471 -1.458 -1.498
H: -0.456 0.234 -1.684
H: -2.599 0.418 -0.186
H: 2.613 1.562 0.798
H: 2.745 -0.164 1.363
H: 1.489 0.960 2.018

Atoms 1-6, force components in eV/Å:
C -0.1380 1.4095 -1.9252
N 1.3706 0.6348 -0.0501
C 0.3763 -1.2166 -2.8070
O 1.8693 -3.1556 -2.3071
C -1.1218 0.3488 -1.2533
H 1.4561 -2.8494 0.1727

These are the Löwdin partial charges, in e, on atoms 1 to 4: number 1, C, carries -0.328; number 2, N, carries -0.087; number 3, C, carries -0.340; number 4, O, carries -0.048

| no. | electronic energy (hartree) |
| --- | --- |
| 1 | -10376.98728 |
| 2 | -1817.72775 |
| 3 | -5127.11555 |
| 4 | -249.61901 |